{
  "formula": "C50H49F3N2OReSSbSe",
  "method": "ωB97M-V/def2-TZVPD",
  "e_homo_ev": [-15.2883, -15.6176],
  "gap_ev": [6.9621, 5.0690],
  "total_charge": 3,
  "e_tot_ev": -150648.9329,
  "de_lowest_ev": 0.256,
  "multiplicity": 4,
  "largest_force_ev_per_a": 1.450,
  "s2": 3.8100,
  "symbols": ["Re", "C", "C", "C", "C", "C", "C", "C", "H", "H", "H", "H", "H", "H", "H", "H", "C", "C", "O", "S", "C", "C", "C", "C", "C", "C", "C", "C", "H", "H", "H", "H", "H", "H", "H", "C", "C", "C", "C", "N", "C", "Se", "N", "C", "C", "C", "C", "C", "C", "C", "C", "C", "C", "H", "H", "H", "H", "H", "H", "H", "H", "H", "H", "H", "H", "H", "H", "H", "H", "H", "H", "H", "H", "H", "H", "F", "C", "C", "C", "C", "C", "C", "Sb", "C", "C", "C", "C", "F", "C", "C", "C", "C", "C", "C", "F", "C", "C", "H", "H", "H", "H", "H", "H", "H", "H", "H", "H", "H", "H"],
  "positions_angstrom": [[-0.2218, 0.3289, 0.6502], [2.8584, 0.3595, 3.0263], [1.9076, 1.0383, 2.0993], [0.6829, 1.5444, 2.5622], [-0.1056, 2.3748, 1.7301], [0.2881, 2.6578, 0.4065], [1.4566, 2.0582, -0.0876], [2.2400, 1.2534, 0.7422], [3.6317, 1.0872, 3.2892], [3.3613, -0.4828, 2.5465], [2.3725, 0.0282, 3.9410], [0.3827, 1.3833, 3.5892], [-0.9989, 2.8330, 2.1335], [-0.2878, 3.3399, -0.2057], [1.7619, 2.2522, -1.1069], [3.1609, 0.8385, 0.3528], [-4.1582, -4.8398, -8.7911], [-3.9544, -4.0075, -7.5669], [-4.7809, -3.5415, -6.8634], [-2.1135, -3.7535, -7.2694], [-1.9136, -2.9231, -5.7930], [-0.5539, -2.7796, -5.3845], [-0.2394, -2.1636, -4.2119], [-1.2662, -1.6447, -3.3768], [-2.6140, -1.7468, -3.8101], [-2.9375, -2.3683, -4.9811], [-0.9513, -1.0630, -2.1570], [-0.6684, -0.5298, -1.0769], [-4.8464, -5.6470, -8.5415], [-3.2296, -5.2441, -9.1863], [-4.6351, -4.2116, -9.5445], [0.2278, -3.1654, -6.0231], [0.7925, -2.0550, -3.9108], [-3.3961, -1.3051, -3.2018], [-3.9661, -2.4288, -5.2999], [-4.6444, -2.4888, 3.6661], [-5.5492, -2.1026, 2.5025], [-5.4344, -3.0670, 1.3234], [-4.1561, -2.8946, 0.5094], [-4.1413, -1.6290, -0.2317], [-3.5253, -0.4826, 0.0835], [-2.3847, -0.3154, 1.6020], [-3.8362, 0.4641, -0.8129], [-3.5354, 1.8953, -0.7785], [-4.7475, 2.7064, -0.3223], [-5.0700, 2.5525, 1.1633], [-4.1769, 3.4202, 2.0371], [-4.6884, -0.0960, -1.7602], [-5.2711, 0.4406, -2.9077], [-6.0566, -0.4156, -3.6506], [-6.2595, -1.7561, -3.2720], [-5.6827, -2.2871, -2.1369], [-4.8894, -1.4202, -1.3864], [-4.7387, -1.7860, 4.4918], [-3.5904, -2.5176, 3.3771], [-4.9078, -3.4761, 4.0437], [-5.3355, -1.0780, 2.1736], [-6.5842, -2.0829, 2.8434], [-6.2970, -2.9778, 0.6609], [-5.4379, -4.0939, 1.6949], [-4.0466, -3.6824, -0.2387], [-3.2639, -2.9158, 1.1347], [-3.2229, 2.1778, -1.7845], [-2.6752, 2.0265, -0.1157], [-5.6078, 2.4276, -0.9325], [-4.5370, 3.7533, -0.5529], [-4.9761, 1.4992, 1.4587], [-6.1149, 2.8116, 1.3330], [-3.1299, 3.3106, 1.7503], [-4.2655, 3.1662, 3.0920], [-4.4283, 4.4738, 1.9264], [-5.1244, 1.4685, -3.2038], [-6.5376, -0.0465, -4.5448], [-6.8922, -2.3824, -3.8844], [-5.8452, -3.3145, -1.8498], [-2.4958, -7.0074, -0.4744], [-1.7846, -5.9473, -0.0934], [-0.9479, -5.3436, -1.0183], [-0.2148, -4.2381, -0.6204], [-0.3371, -3.7485, 0.6779], [-1.1704, -4.3873, 1.5928], [-1.9010, -5.5017, 1.2116], [0.7927, -2.0909, 1.2728], [2.6063, -2.3616, 0.2440], [2.8327, -1.6040, -0.9064], [3.9855, -1.7779, -1.6554], [4.9065, -2.7233, -1.2378], [6.0167, -2.8881, -1.9464], [4.7004, -3.5114, -0.1175], [3.5408, -3.3293, 0.6162], [0.9978, -2.3141, 3.3494], [-0.0143, -1.7947, 4.1577], [0.0506, -1.9101, 5.5365], [1.1478, -2.5454, 6.0928], [1.2213, -2.6532, 7.4121], [2.1696, -3.0715, 5.3187], [2.0864, -2.9538, 3.9419], [-0.8623, -5.7593, -2.0115], [0.4665, -3.7755, -1.3247], [-1.2372, -4.0415, 2.6187], [-2.5360, -6.0340, 1.9042], [2.1006, -0.8748, -1.2407], [4.1824, -1.2039, -2.5497], [5.4349, -4.2552, 0.1554], [3.3708, -3.9771, 1.4613], [-0.8792, -1.2993, 3.7239], [-0.7265, -1.5259, 6.1802], [3.0035, -3.5624, 5.7978], [2.8900, -3.3606, 3.3507]],
  "forces_ev_per_a": [[1.40, -0.31, 0.21], [0.05, -0.09, -0.11], [-0.28, -0.07, 0.19], [-0.21, 0.19, 0.04], [-0.14, 0.24, 0.05], [-0.25, 0.18, 0.04], [-0.36, 0.08, -0.24], [-0.19, -0.26, -0.15], [0.01, 0.01, 0.01], [0.00, 0.03, 0.02], [0.01, 0.01, -0.02], [0.04, -0.02, 0.01], [-0.01, -0.03, 0.01], [0.05, -0.03, 0.00], [0.02, -0.07, -0.02], [-0.05, -0.11, 0.01], [0.02, 0.02, 0.04], [0.24, -0.08, -0.24], [-0.22, 0.07, 0.20], [-0.08, -0.08, -0.04], [0.05, 0.11, 0.08], [-0.02, 0.07, 0.10], [0.00, -0.07, -0.12], [0.06, -0.12, -0.06], [-0.16, 0.03, -0.06], [-0.02, 0.04, 0.00], [-0.02, 0.09, -0.07], [0.18, 0.32, 0.10], [-0.01, -0.01, -0.01], [-0.01, -0.01, -0.01], [-0.01, 0.01, -0.04], [0.06, -0.05, -0.03], [0.05, -0.03, 0.02], [0.27, -0.19, -0.25], [0.07, -0.01, 0.06], [0.02, 0.02, 0.00], [0.02, -0.02, -0.02], [0.05, 0.02, 0.00], [0.12, -0.05, 0.00], [-0.08, 0.22, -0.09], [0.02, -0.11, -0.05], [-0.02, 0.20, 0.03], [-0.11, -0.15, 0.06], [0.11, 0.04, 0.11], [0.04, 0.04, -0.03], [0.02, -0.11, -0.01], [-0.04, 0.01, 0.05], [-0.20, -0.02, 0.15], [0.00, -0.05, 0.09], [0.00, -0.06, 0.01], [0.02, 0.04, 0.00], [0.05, 0.15, 0.01], [-0.09, 0.08, 0.07], [0.00, 0.04, 0.03], [0.05, -0.01, -0.02], [-0.02, -0.04, 0.02], [-0.01, 0.02, -0.01], [-0.02, -0.02, 0.00], [-0.02, 0.04, -0.02], [-0.03, -0.04, 0.00], [0.01, -0.01, 0.07], [-0.08, 0.00, -0.03], [0.02, 0.00, 0.00], [-0.13, 0.03, -0.03], [0.01, -0.02, -0.03], [-0.04, 0.04, 0.03], [-0.04, 0.03, -0.04], [0.01, 0.02, 0.00], [0.16, -0.04, 0.01], [-0.01, 0.00, 0.02], [-0.01, 0.04, -0.02], [0.00, 0.05, -0.01], [-0.02, 0.01, -0.04], [-0.02, -0.02, -0.03], [-0.01, -0.07, 0.02], [0.02, 0.03, 0.01], [-0.01, -0.05, -0.02], [-0.02, 0.02, 0.07], [-0.06, 0.05, -0.02], [-0.06, -0.05, 0.04], [0.06, -0.03, 0.05], [0.04, 0.02, -0.07], [-0.18, -0.09, -0.12], [0.03, 0.04, -0.02], [-0.03, 0.06, -0.01], [0.00, -0.02, 0.03], [0.07, -0.04, -0.02], [-0.06, 0.00, 0.04], [-0.01, 0.06, -0.06], [-0.02, -0.02, -0.06], [0.02, 0.01, 0.05], [-0.08, 0.04, -0.06], [0.04, -0.02, -0.02], [0.04, -0.02, 0.04], [0.00, 0.00, -0.03], [-0.10, 0.05, 0.01], [-0.07, 0.03, 0.04], [0.00, -0.02, -0.05], [0.02, 0.02, -0.02], [-0.01, 0.01, 0.00], [-0.04, -0.03, 0.05], [0.03, -0.04, 0.02], [0.00, 0.03, -0.03], [0.03, -0.02, 0.02], [-0.03, -0.07, 0.10], [0.08, -0.04, 0.03], [-0.05, 0.02, 0.04], [0.05, -0.03, 0.02], [0.09, -0.03, -0.08]],
  "mulliken_charge": [1.000, -1.285, 1.302, -0.759, -0.404, -0.639, -0.801, -0.587, 0.433, 0.245, 0.356, 0.610, 0.501, 0.482, 0.510, 0.674, -1.124, 0.785, -0.459, -0.260, 0.799, -0.987, -1.059, 0.353, 0.352, -0.897, -0.161, 0.119, 0.343, 0.432, 0.320, 0.482, 0.656, 0.235, 0.858, -1.085, 0.335, -0.916, -0.218, 1.089, -0.829, -0.667, 1.589, -0.454, -0.814, 0.526, -1.102, 0.343, -1.124, -0.945, -1.188, -0.723, 0.931, 0.383, 0.039, 0.390, -0.344, 0.435, 0.420, 0.520, 0.460, -0.760, 0.532, -0.485, 0.447, 0.569, -0.542, 0.481, -0.079, 0.401, 0.424, 0.557, 0.496, 0.525, 0.566, -0.358, 0.186, -0.710, -0.564, 0.783, -0.831, -0.409, 0.711, 0.994, -0.636, -0.696, 0.096, -0.304, -0.878, -0.679, 1.102, -0.307, -0.825, 0.007, -0.311, -0.751, -0.900, 0.566, 0.458, 0.329, 0.561, 0.695, 0.543, 0.498, 0.417, 0.333, 0.559, 0.541, 0.174]
}


{
  "formula": "C50H51F3NO11SSrTe",
  "method": "ωB97M-V/def2-TZVPD",
  "e_homo_ev": [-3.4140, -3.4440],
  "gap_ev": [6.9460, 6.9760],
  "total_charge": -2,
  "e_tot_ev": -103810.7483,
  "de_lowest_ev": 0.000,
  "multiplicity": 2,
  "largest_force_ev_per_a": 0.643,
  "s2": 0.7575,
  "symbols": ["Sr", "O", "C", "O", "C", "O", "C", "C", "O", "O", "H", "H", "H", "H", "H", "F", "C", "F", "F", "C", "C", "C", "C", "C", "C", "C", "C", "H", "H", "H", "H", "C", "C", "S", "O", "C", "C", "H", "H", "H", "H", "H", "H", "H", "H", "H", "H", "C", "C", "C", "C", "C", "C", "Te", "N", "C", "O", "C", "C", "C", "C", "C", "C", "C", "C", "C", "C", "C", "C", "C", "C", "C", "C", "C", "C", "H", "H", "H", "H", "H", "H", "H", "H", "H", "H", "H", "H", "H", "H", "H", "H", "H", "H", "H", "H", "H", "H", "H", "H", "H", "H", "H", "O", "C", "O", "C", "C", "C", "C", "O", "C", "O", "C", "C", "H", "H", "H", "H", "H"],
  "positions_angstrom": [[0.4241, 0.6973, 1.6140], [3.4039, -2.8907, 1.3141], [2.6914, -1.7941, 1.6087], [1.4900, -1.8190, 1.7376], [3.5279, -0.5310, 1.6907], [2.8534, 0.4432, 2.4387], [2.9897, 0.2793, 3.8572], [1.8267, 0.9274, 4.6408], [2.0937, 1.2305, 5.8079], [0.7144, 1.0005, 4.0462], [2.7594, -3.5909, 1.1334], [4.5317, -0.7570, 2.0584], [3.6191, -0.1773, 0.6532], [2.9746, -0.7911, 4.1055], [3.9410, 0.6997, 4.1838], [-8.7028, -2.9495, 4.4434], [-8.3898, -2.9809, 3.1196], [-9.4366, -2.4246, 2.4678], [-8.3825, -4.2972, 2.7819], [-7.0945, -2.3077, 2.8220], [-7.0272, -1.2037, 1.9838], [-5.8082, -0.6021, 1.7280], [-4.6214, -1.0857, 2.2983], [-4.7146, -2.2046, 3.1463], [-5.9290, -2.8042, 3.4039], [-3.3642, -0.4844, 2.0159], [-2.2786, 0.0369, 1.7687], [-7.9299, -0.8160, 1.5303], [-5.7507, 0.2579, 1.0741], [-3.8068, -2.5883, 3.5917], [-5.9811, -3.6669, 4.0575], [1.5858, 6.5805, 1.9375], [1.2234, 5.3881, 1.0651], [0.1259, 4.2747, 1.9453], [-0.0892, 3.0800, 1.0341], [-1.4389, 5.1889, 1.7805], [-1.9387, 5.3551, 0.3570], [2.3947, 7.1354, 1.4622], [1.9569, 6.2325, 2.9030], [0.7471, 7.2608, 2.1049], [2.1280, 4.8004, 0.8855], [0.7667, 5.6604, 0.1139], [-1.2937, 6.1383, 2.3012], [-2.1425, 4.5940, 2.3649], [-1.4031, 6.1415, -0.1752], [-2.9989, 5.6118, 0.3531], [-1.8114, 4.4181, -0.1874], [-6.0359, -5.5995, -2.7886], [-4.8764, -4.7037, -2.4398], [-5.0699, -3.3695, -2.1155], [-4.0035, -2.5322, -1.7932], [-4.2853, -1.0928, -1.4501], [-2.7010, -3.0440, -1.7921], [-1.0933, -1.7103, -1.2675], [1.1820, 0.1024, -0.9035], [2.1469, 0.2460, -1.7739], [3.3291, -0.1362, -1.5897], [1.7505, 0.8436, -3.1110], [2.6468, 0.7548, -4.1681], [2.3031, 1.2440, -5.4195], [1.0614, 1.8311, -5.6206], [0.1663, 1.9323, -4.5626], [0.5095, 1.4394, -3.3128], [0.0367, -2.1174, -3.0272], [1.3226, -2.6574, -2.9472], [1.9811, -3.0934, -1.6664], [2.0829, -2.7760, -4.1139], [1.6007, -2.3830, -5.3462], [2.4487, -2.4678, -6.5862], [0.3112, -1.8636, -5.4079], [-0.4748, -1.7165, -4.2742], [-1.8398, -1.1038, -4.4303], [-2.4906, -4.3989, -2.0818], [-1.1273, -5.0336, -2.0347], [-3.5795, -5.2011, -2.4124], [-6.9709, -5.0390, -2.8087], [-6.1436, -6.4049, -2.0583], [-5.8954, -6.0621, -3.7681], [-6.0771, -2.9640, -2.1061], [-5.3594, -0.8993, -1.4550], [-3.8034, -0.4243, -2.1692], [-3.8876, -0.8264, -0.4675], [3.6056, 0.2898, -3.9767], [3.0048, 1.1692, -6.2430], [0.7919, 2.2136, -6.5986], [-0.8024, 2.3940, -4.7151], [-0.1817, 1.5081, -2.4811], [1.2686, -3.1421, -0.8461], [2.7642, -2.3756, -1.4043], [2.4445, -4.0756, -1.7997], [3.0942, -3.1635, -4.0334], [3.4358, -2.8715, -6.3597], [2.5805, -1.4754, -7.0241], [1.9844, -3.1039, -7.3438], [-0.0815, -1.5311, -6.3644], [-1.9819, -0.7603, -5.4554], [-1.9586, -0.2507, -3.7579], [-2.6291, -1.8192, -4.1883], [-0.5667, -4.6744, -1.1711], [-0.5391, -4.7822, -2.9196], [-1.2153, -6.1196, -1.9759], [-3.4088, -6.2500, -2.6397], [4.1834, 4.5181, 1.4294], [3.8784, 3.9197, 2.4859], [2.7740, 3.4186, 2.7919], [5.0001, 3.7530, 3.5204], [6.2909, 4.1582, 3.2005], [7.3543, 4.0257, 4.0980], [7.0556, 3.4798, 5.3216], [7.9128, 3.2149, 6.3774], [7.0640, 2.8018, 7.4432], [5.7776, 2.5419, 6.9249], [5.7754, 3.0788, 5.6459], [4.7215, 3.1921, 4.7738], [6.4413, 4.5874, 2.2192], [8.3614, 4.3355, 3.8495], [7.0077, 3.6052, 8.1917], [7.4680, 1.8908, 7.8893], [3.7240, 2.8596, 5.0361]],
  "forces_ev_per_a": [[-0.55, 0.31, 0.14], [0.01, 0.02, 0.00], [0.11, 0.20, -0.05], [0.06, -0.01, 0.03], [-0.11, -0.07, -0.13], [0.14, -0.25, -0.01], [-0.03, 0.04, 0.02], [-0.04, 0.00, 0.14], [0.03, -0.04, -0.10], [0.12, -0.08, -0.33], [-0.02, -0.05, -0.01], [-0.02, 0.04, 0.13], [0.02, -0.04, 0.01], [-0.01, 0.00, -0.01], [0.00, 0.03, -0.05], [0.00, -0.04, -0.19], [-0.03, -0.01, 0.00], [0.11, -0.11, 0.12], [-0.06, 0.17, 0.07], [0.01, -0.04, 0.02], [-0.03, -0.01, 0.01], [0.03, 0.02, 0.01], [-0.01, -0.05, 0.01], [0.00, 0.01, -0.02], [-0.05, 0.01, -0.01], [-0.09, 0.03, 0.00], [0.33, -0.07, -0.10], [0.01, 0.01, 0.00], [-0.01, 0.00, 0.00], [0.00, 0.00, 0.00], [0.01, 0.00, 0.00], [0.03, -0.02, 0.00], [0.02, 0.00, -0.02], [-0.06, -0.16, -0.07], [0.13, 0.10, 0.11], [0.04, 0.00, 0.05], [0.06, -0.01, -0.06], [-0.01, 0.01, 0.00], [0.00, -0.01, -0.01], [-0.01, 0.01, -0.01], [-0.06, -0.06, 0.05], [-0.04, 0.02, -0.02], [-0.03, 0.01, 0.00], [0.03, -0.02, 0.03], [0.02, -0.01, -0.01], [-0.01, 0.00, 0.01], [-0.01, 0.01, 0.01], [0.01, 0.00, 0.01], [0.04, 0.01, 0.01], [0.01, -0.03, -0.01], [-0.09, 0.08, 0.03], [0.02, 0.01, -0.04], [0.13, 0.16, 0.07], [-0.07, -0.26, -0.04], [0.19, 0.10, 0.29], [-0.21, -0.06, -0.02], [0.07, -0.04, -0.02], [0.07, 0.01, -0.02], [-0.02, -0.02, 0.05], [0.02, 0.01, -0.04], [-0.03, 0.02, 0.00], [0.01, 0.01, -0.03], [0.00, 0.00, 0.03], [0.00, 0.05, 0.09], [0.04, -0.02, -0.04], [0.03, 0.02, -0.02], [-0.02, -0.02, 0.05], [-0.08, 0.03, -0.02], [-0.02, 0.01, 0.02], [0.06, -0.05, -0.02], [0.02, 0.01, -0.07], [0.00, 0.01, 0.02], [-0.01, -0.08, -0.02], [0.00, 0.03, -0.03], [-0.07, 0.04, 0.00], [0.00, -0.01, 0.00], [-0.01, 0.00, 0.00], [-0.01, 0.00, 0.00], [0.00, 0.00, 0.00], [0.01, -0.02, 0.00], [-0.03, -0.01, 0.01], [-0.03, 0.00, -0.03], [0.00, 0.00, -0.01], [0.01, 0.00, 0.01], [0.00, 0.00, 0.00], [0.00, 0.00, 0.01], [-0.02, 0.00, 0.00], [-0.03, 0.00, 0.05], [-0.05, -0.01, 0.01], [0.01, 0.01, 0.00], [0.00, -0.01, 0.00], [0.00, 0.00, 0.00], [0.01, 0.00, -0.01], [0.00, 0.00, 0.00], [0.00, 0.01, 0.00], [-0.01, 0.00, -0.02], [0.01, -0.04, -0.03], [0.00, 0.01, 0.01], [0.02, 0.00, 0.02], [0.01, 0.01, 0.00], [0.01, 0.00, 0.00], [0.01, 0.00, 0.00], [-0.01, 0.12, 0.05], [0.06, -0.23, -0.14], [-0.11, 0.11, 0.05], [0.07, 0.06, 0.00], [-0.03, 0.01, 0.01], [0.01, 0.00, 0.02], [0.00, 0.01, 0.06], [0.01, -0.03, -0.08], [0.01, 0.03, 0.05], [-0.01, -0.04, -0.06], [0.02, 0.01, 0.03], [-0.01, 0.01, 0.10], [0.00, 0.00, -0.01], [0.00, -0.01, -0.01], [-0.01, 0.01, -0.02], [0.00, 0.01, 0.02], [-0.01, 0.04, -0.02]],
  "mulliken_charge": [1.859, -0.528, 0.611, -0.532, -0.489, -0.070, -0.324, 0.252, -0.799, -0.732, 0.483, 0.402, 0.100, 0.540, 0.086, -0.269, 0.846, -0.298, -0.266, 0.494, -0.647, -0.312, 0.722, -0.774, -0.724, -3.069, 1.838, 0.412, 0.425, 0.486, 0.346, -1.271, -0.429, 0.473, -0.675, -0.606, -1.086, 0.372, 0.260, 0.375, 0.249, 0.516, 0.402, 0.416, 0.259, 0.383, 0.211, -1.627, 0.802, -0.989, 1.326, -1.496, -0.508, 0.776, 0.314, -0.410, -0.868, 0.281, -0.507, -0.507, -0.495, -0.730, -0.171, 0.257, 0.956, -2.149, -0.824, 0.799, -1.723, -0.889, 1.324, -1.710, 1.397, -1.362, -1.005, 0.346, 0.339, 0.343, 0.220, 0.370, 0.075, 0.010, 0.413, 0.437, 0.368, 0.398, 0.632, 0.107, 0.503, 0.484, 0.265, 0.374, 0.312, 0.364, 0.274, 0.421, 0.130, 0.348, 0.142, 0.240, 0.425, 0.366, -0.861, 0.368, -0.343, -0.105, -0.506, -0.961, 0.913, -0.523, -0.214, -0.489, 1.217, -1.283, 0.457, 0.398, 0.231, 0.222, 0.593]
}